Entry 1:
The following is a quantum chemistry calculation of a structure of composition C12H30ClCrN2O4P in a non-equilibrium geometry, from OMol25.

Calculated values
2S+1: 4
LUMO level (spin up / spin down), eV: 2.871 / 2.872
Frontier orbital gap (spin up / spin down), eV: 7.7663 / 7.7620
Energy above the lowest of the compared OMol25 structures with the same formula, charge and spin, kcal/mol: 0.0
Total charge: -1
E_tot, eV: -74339.998
Max |F|, eV Å⁻¹: 4.06

```
51
Properties=species:S:1:pos:R:3:mulliken_charge:R:1
C -1.913 -1.954 -0.618 -1.7852
P 2.833 1.597 -0.892 0.6015
O 2.315 0.783 -2.152 -0.3103
H 1.784 -3.089 -1.763 0.6238
Cr 0.700 0.706 -1.055 0.2425
H -0.636 3.901 2.797 0.3914
H 1.321 1.718 1.897 0.4399
H -0.243 -3.254 -0.478 0.3493
N 0.491 -1.470 -1.371 1.8912
H 1.853 -1.512 -3.950 0.3356
H -2.203 3.100 2.720 0.2799
Cl -1.252 1.274 -2.297 -0.6303
O 2.221 0.637 0.174 -0.2973
H -0.087 -1.919 0.572 0.0958
H -3.911 0.252 1.252 0.4163
C -3.104 0.946 1.001 -1.8057
H 0.378 -1.522 -4.833 0.4642
H 0.044 3.253 0.589 0.4665
H -1.548 2.858 0.100 0.4161
C 0.804 -0.136 2.706 -1.3648
C -0.421 -2.169 -0.435 -0.4072
H 0.935 -0.890 1.932 0.1220
H 0.045 -0.521 3.396 0.4090
H 0.061 1.833 3.143 0.4954
C 1.836 -2.109 -1.272 -0.7715
C 2.392 -2.382 0.124 -1.5786
O 3.982 2.559 -0.814 -0.8882
C -0.871 2.784 0.952 -0.6239
H 3.254 -3.040 -0.058 0.4693
H -2.349 -2.251 0.339 0.5032
H -1.963 0.816 2.787 0.4665
C 0.401 1.270 2.270 -0.8325
C 0.813 -1.187 -3.886 -1.4447
H -1.004 -1.554 -2.920 0.3292
H 2.590 -1.560 -1.830 0.2573
C -1.445 3.598 2.120 -1.5270
H -3.067 1.045 -0.085 0.2473
C -1.800 0.654 1.711 -0.7324
N -0.617 1.348 1.192 1.2417
C 0.036 -1.835 -2.745 -0.7738
H 2.823 -1.547 0.671 0.2973
H -3.532 1.905 1.317 0.4185
H -1.589 -0.417 1.643 0.4328
H -2.311 -2.547 -1.437 0.4591
H -1.741 4.599 1.796 0.4304
H -0.001 -2.930 -2.801 0.4631
H 0.771 -0.102 -3.855 0.2117
H 1.809 -2.994 0.814 0.3399
O 1.519 2.466 -0.907 -0.3827
H -2.180 -0.906 -0.758 0.1766
H 1.777 -0.108 3.197 0.3719
```

Entry 2:
The following is a quantum chemistry calculation of a cluster of 2 separate species, C2H10N2S2 in total in a non-equilibrium geometry, from OMol25.

Calculated values
LUMO level, eV: 0.717
Frontier orbital gap, eV: 9.1221
Energy above the lowest of the compared OMol25 structures with the same formula, charge and spin, kcal/mol: 8.8
Total charge: 0
E_tot, eV: -26886.507
SMILES: CSS.NCN
Max |F|, eV Å⁻¹: 1.89

```
16
Properties=species:S:1:pos:R:3:mulliken_charge:R:1
H -1.435 -0.673 -1.171 0.3050
C 1.458 1.930 -0.041 -0.7366
N -1.949 -0.052 0.752 -0.5164
H 1.638 1.998 1.027 0.2922
N -3.555 -0.584 -0.989 -0.5720
H -2.450 -0.838 1.151 0.2322
C -2.222 -0.112 -0.672 -0.3192
H 0.412 2.210 -0.192 0.2279
H 0.215 -0.664 1.175 0.1631
S 1.897 0.243 -0.609 -0.0714
S 1.478 -0.912 1.070 -0.1955
H -2.022 0.879 -1.110 0.2618
H -3.656 -1.124 -1.835 0.2188
H 2.050 2.590 -0.671 0.2989
H -4.192 0.197 -0.944 0.2167
H -2.155 0.779 1.275 0.1944
```

Entry 3:
The following is a quantum chemistry calculation of a cluster of 3 separate species, C5H17N2O3 in total in a non-equilibrium geometry, from OMol25.

Calculated values
LUMO level, eV: -2.866
Frontier orbital gap, eV: 11.3823
Energy above the lowest of the compared OMol25 structures with the same formula, charge and spin, kcal/mol: 8.0
Total charge: +1
E_tot, eV: -14577.885
Max |F|, eV Å⁻¹: 1.60

```
27
Properties=species:S:1:pos:R:3:mulliken_charge:R:1
H -0.047 1.263 0.191 0.2721
H 3.208 -0.973 -0.570 0.3553
C -1.798 1.040 -0.975 -0.2905
H -1.282 0.673 -1.876 0.2879
H 1.151 -1.689 0.443 0.5472
H 3.833 -2.315 -0.666 0.3434
H -2.342 -0.541 2.575 0.2151
O 2.955 -1.909 -0.715 -0.6452
H 3.017 1.735 -0.597 0.3009
H 1.054 -0.532 -0.783 0.3329
N 0.566 -1.250 -0.259 -0.3735
H -1.415 1.011 1.169 0.3754
O 0.212 -2.296 1.982 -0.6562
H -1.504 -1.789 3.468 0.2776
C -0.600 -1.404 1.791 0.4398
C -0.956 0.656 0.240 -0.8332
C -0.723 -0.838 0.370 -0.0246
H -1.528 -1.435 -0.044 0.2645
H -1.011 3.005 -0.860 0.3306
C -1.964 2.544 -1.138 -1.2202
N -1.532 -1.119 2.713 -0.3816
H -1.997 2.794 -2.200 0.3621
O 3.355 0.835 -0.748 -0.6379
H 0.547 -2.058 -0.890 0.3512
H -2.788 3.063 -0.661 0.3267
H 4.277 1.113 -0.893 0.2837
H -2.688 0.416 -1.067 0.3963
```

Entry 4:
The following is a quantum chemistry calculation of a cluster of 4 separate species, C46H51N3O15P2 in total in a non-equilibrium geometry, from OMol25.

Calculated values
LUMO level, eV: -1.644
Frontier orbital gap, eV: 6.8980
Total charge: 0
E_tot, eV: -102288.631
SMILES: CCP(C)c1nc2c([PH2]=N)c(CCCCO)c(C)c(Cc3cccc(C)c3)c2nc1CCOC(C)=O.O=C1C=C(O)C(=O)C=C1O.O=C1C=C(O)C(=O)C=C1O.O=C1C=C(O)C(=O)C=C1O
Max |F|, eV Å⁻¹: 1.02

```
117
Properties=species:S:1:pos:R:3:mulliken_charge:R:1
H 0.933 4.401 -3.324 0.4615
C 6.413 1.942 7.910 -0.9578
O -10.690 -2.245 -0.993 -0.5793
H -7.055 -2.835 3.420 0.3545
C 3.034 -0.969 1.116 0.0777
C 0.618 2.698 -1.312 -2.6521
H -3.917 -2.514 2.274 0.2328
H 4.541 0.853 2.202 0.3479
C 8.354 0.375 6.380 -1.0992
H 4.956 -0.049 -2.652 0.4501
H -3.129 1.916 -0.517 0.4078
C 5.456 -1.052 2.766 -0.4507
H -0.039 3.557 -1.216 0.8485
C -1.104 1.456 0.042 1.0494
C 3.807 -2.729 -2.470 0.7767
C 0.984 3.136 -5.034 -0.7676
O -5.146 4.242 -7.865 -0.6316
O 3.646 -1.487 -1.978 -0.2536
N 2.460 0.816 -0.364 -0.3844
O -7.579 -3.645 3.267 -0.5853
C 0.186 1.603 -0.384 0.3972
H 4.284 0.398 3.880 0.2876
H -2.517 -4.102 1.646 0.4681
H -5.038 -3.042 1.040 0.3574
H 5.758 -3.679 1.156 0.5234
H 6.341 -1.031 2.130 0.3419
H 2.574 -3.611 -0.970 0.2379
C 0.686 0.792 -4.637 0.9185
O 6.511 -1.056 6.007 -0.6593
O -2.907 1.641 -4.651 -0.5876
H -3.317 1.333 1.435 0.5847
H 5.817 -2.300 0.076 0.2738
C 4.836 -0.708 -1.800 -1.1703
H 1.131 3.965 -5.708 0.4405
H -4.443 1.908 -6.818 0.4654
H 5.505 -0.149 0.194 0.0678
O 4.785 0.346 7.337 -0.5933
H 2.949 -4.645 -2.352 0.3877
C 0.851 -0.275 1.015 -0.0282
H 1.602 -1.014 -5.274 0.3301
C -3.923 5.338 -6.218 0.3782
O -4.295 6.454 -6.820 -0.5864
H 0.144 -0.619 -6.141 0.4535
C -8.227 -1.992 1.686 1.0539
P -0.685 -1.780 2.634 0.3766
H -3.648 -2.251 -0.730 0.3579
C -3.157 5.300 -5.118 -1.2532
O -10.903 -4.592 0.081 -0.6323
H 1.762 -3.320 -2.479 0.2596
C -2.160 2.392 -0.481 -1.5164
H -11.212 -3.060 -1.138 0.3745
H -3.939 -0.022 -0.465 0.3779
H -4.787 -0.529 0.986 0.2621
C 1.180 0.709 0.084 0.0214
C -9.249 -4.271 1.739 -0.9635
O -2.150 3.853 -3.543 -0.3508
H -2.243 3.269 0.157 0.2286
H -1.902 -1.532 3.274 0.0523
C -1.461 0.426 0.970 0.2919
O 4.742 -3.047 -3.162 -0.6027
H -2.969 -0.023 2.427 0.5728
O -3.390 -4.196 1.220 -0.6188
N -0.605 -3.270 2.119 -0.8518
C -3.350 -1.947 0.272 -0.3570
H -2.783 6.191 -4.634 0.4682
C 0.697 2.352 -2.782 1.0142
C 5.148 -2.945 0.637 -1.0197
C 0.598 -0.610 -5.156 -1.9391
H -0.368 -3.306 1.134 0.3081
C -3.980 -2.917 1.255 -0.6893
C 7.797 2.355 7.800 1.0423
H 0.255 -1.479 3.625 0.0409
C -9.905 -2.492 0.041 0.3773
H 4.479 -3.495 -0.016 0.1234
C 6.022 0.813 7.302 0.3455
C 4.996 0.367 3.059 -1.1018
C 2.703 -3.638 -2.049 -0.9890
C 0.882 1.845 -5.511 -0.7004
C -0.482 -0.422 1.453 0.6961
H 5.738 2.561 8.482 0.4252
C -3.815 -0.508 0.497 -0.1951
H -8.912 -0.612 0.147 0.4518
C -2.899 0.330 1.407 -2.0434
C -10.072 -3.880 0.615 1.0600
H 5.716 -1.556 3.688 0.4918
C -9.036 -1.607 0.550 -1.0633
C 0.600 1.057 -3.274 -0.0502
N 1.807 -1.089 1.540 -0.1393
C 8.746 1.505 6.986 0.4110
O 9.977 1.981 6.935 -0.5797
C -3.311 2.759 -5.229 0.3811
H -1.929 2.720 -1.489 -0.0559
P 4.183 -2.138 1.961 -0.2409
H 1.600 3.039 -0.995 0.6221
C -8.377 -3.388 2.246 0.3843
O 8.266 3.352 8.317 -0.6286
C 6.976 -0.047 6.507 1.0919
H -4.845 6.181 -7.581 0.3726
H 9.026 -0.240 5.798 0.4553
H 0.950 1.657 -6.572 0.4726
H -2.270 -2.046 0.313 0.1012
H 5.687 -1.379 -1.792 0.5631
C -2.818 4.015 -4.547 0.9029
H 9.974 2.803 7.465 0.3740
C 0.884 3.384 -3.681 -0.6368
H -2.333 1.903 -3.903 0.2009
H 0.037 -1.248 -4.486 0.3790
C 4.717 0.110 -0.504 -0.9012
H 4.840 1.159 -0.749 0.6000
O -7.417 -1.267 2.235 -0.6526
H 5.846 0.977 3.354 0.3329
H 0.443 0.243 -2.584 0.4028
C 3.354 -0.007 0.104 0.7667
C -4.083 2.799 -6.324 -0.9183
H -9.364 -5.270 2.134 0.4196
C -4.446 4.084 -6.882 1.0874
H 4.790 -0.485 6.823 0.3614
```